Entry A
Here is a 11-piece molecular cluster, C6H34NO11 overall from OMol25. Energies are from ωB97M-V with the def2-TZVPD basis set.

Results
Frontier orbital gap = 8.49 eV
Net charge = -1
Highest occupied orbital energy = -0.2140 Ha

Last column: Löwdin charge in e.
Atoms and positions in Å:
1 C -2.7486 -1.6935 1.6989  -0.077
2 C -1.1772 -1.8236 1.4872  -0.269
3 N -0.9998 -1.4980 0.0796  -0.039
4 C 1.4992 -2.5692 -2.5707  -0.099
5 C 0.3048 -1.8366 -1.9431  -0.214
6 C 0.3747 -1.6245 -0.4317  -0.323
7 C 1.2000 -0.2987 -0.2837  -0.179
8 O 1.5304 0.1370 1.0398  -0.096
9 H -3.1770 -2.4009 1.0046  0.042
10 H -2.9975 -0.6549 1.4695  0.037
11 H -3.0983 -1.9329 2.7022  0.066
12 H -0.7724 -1.1588 2.2580  0.096
13 H -0.9398 -2.8687 1.6481  0.094
14 H -1.4195 -0.6046 -0.1445  0.084
15 H 1.4715 -3.6025 -2.2239  0.068
16 H 1.3525 -2.4656 -3.6490  0.067
17 H 2.5200 -2.2216 -2.4016  0.067
18 H 0.0822 -0.8863 -2.4286  0.113
19 H -0.5445 -2.5066 -2.0814  0.100
20 H 0.9017 -2.3474 0.1841  0.123
21 H 2.1530 -0.4687 -0.7890  0.120
22 H 0.7063 0.5025 -0.8381  0.114
23 H 1.2393 2.4324 2.8127  0.012
24 H 2.2347 3.5251 2.9658  0.043
25 O 2.1217 2.5921 3.1933  -0.071
26 H -1.4369 0.9108 1.7566  0.033
27 H -1.5855 1.7216 0.4900  0.015
28 O -2.0567 1.0739 1.0413  -0.097
29 H -3.6315 -0.2472 -1.9011  0.036
30 H -3.3857 0.5954 -0.6274  -0.005
31 O -3.9711 -0.0669 -1.0169  -0.063
32 H -2.5132 3.6139 -1.3421  0.026
33 H -1.2870 3.0808 -1.9762  -0.020
34 O -2.2726 2.9442 -1.9970  -0.101
35 H 0.2142 2.7816 -0.5642  -0.014
36 H 0.8974 3.8988 -1.2221  0.046
37 O 0.2860 3.2066 -1.5104  -0.132
38 H 1.7895 -1.5177 1.8159  -0.007
39 H 1.6633 -2.6781 2.9114  0.028
40 O 2.1786 -2.3403 2.1741  -0.075
41 H -1.1784 -4.3587 -0.0594  0.026
42 H -2.3663 -3.4739 -0.1702  0.001
43 O -2.1422 -4.4090 -0.0433  -0.075
44 H 3.5283 2.0665 -1.1651  -0.009
45 H 3.2742 2.8952 -2.4299  0.013
46 O 3.6551 2.0637 -2.1365  -0.094
47 H -0.2034 3.4294 1.1010  0.003
48 H 0.9520 0.8848 1.2725  0.031
49 O 0.0885 2.5219 0.9471  -0.371
50 H 1.9494 2.6519 0.1868  -0.005
51 H 2.8377 2.3157 1.2951  0.017
52 O 2.8986 2.7097 0.4116  -0.084

Entry B
Here is C6H34NO11 as an isolated structure from OMol25. Energies are from ωB97M-V with the def2-TZVPD basis set.

Results
Frontier orbital gap = 9.10 eV
Net charge = -1
Highest occupied orbital energy = -0.2321 Ha

Last column: Löwdin charge in e.
Atoms and positions in Å:
1 C -1.4228 0.9169 0.9693  -0.196
2 C -1.3701 2.0272 -0.0130  -0.189
3 C -0.1081 2.8952 0.2109  -0.251
4 O 1.0725 2.1929 -0.0650  -0.167
5 C -1.2241 -0.4688 0.3424  -0.187
6 N -2.5078 -1.2949 0.4063  -0.282
7 C -2.7317 -1.9208 1.7708  -0.065
8 C -2.4607 -2.2375 -0.7024  -0.120
9 H -2.3696 0.8648 1.6175  0.130
10 H -0.6404 1.1449 1.7891  0.133
11 H -2.2450 2.6355 -0.1374  0.093
12 H -1.2954 1.5934 -1.0982  0.120
13 H 0.0482 3.1518 1.2562  0.122
14 H -0.2679 3.7212 -0.4151  0.086
15 H -0.6825 -0.3073 -0.6408  0.098
16 H -0.5068 -1.1208 0.8512  0.083
17 H -2.2394 -1.4579 2.6682  0.094
18 H -3.8184 -2.0022 1.8139  0.077
19 H -2.3241 -2.9149 1.8582  0.056
20 H -1.6436 -3.0106 -0.6106  0.091
21 H -3.3728 -2.8214 -0.8301  0.066
22 H -2.5976 -1.4724 -1.5856  0.113
23 H -0.4715 -0.2933 -3.1241  0.000
24 H -1.3811 0.2575 -2.2317  -0.017
25 O -1.2135 0.2929 -3.2073  -0.087
26 H 4.5932 -0.1760 -0.5595  0.045
27 H 3.4328 -1.2100 -0.3985  0.034
28 O 4.1505 -0.7020 0.1225  -0.118
29 H 2.8695 -0.1206 1.9286  0.063
30 H 3.4248 -1.5039 1.9397  0.010
31 O 2.9748 -0.9104 2.5147  -0.057
32 H 0.8604 2.5134 -2.4638  -0.007
33 H 1.9963 3.3658 -1.9091  0.031
34 O 1.2794 3.3798 -2.5646  -0.076
35 H -3.7688 0.1451 -0.5144  -0.008
36 H -4.2066 1.5854 -0.7845  0.001
37 O -4.4449 0.8007 -0.3337  -0.043
38 H 3.5449 1.2566 0.0837  0.020
39 H 2.6918 2.5265 0.1703  -0.039
40 O 3.6017 2.2667 0.0668  -0.098
41 H 1.0414 1.5041 -0.8493  0.071
42 H 1.9316 0.8356 -2.7613  0.023
43 O 1.1894 0.6173 -2.2087  -0.260
44 H 1.2487 -0.9907 2.9825  -0.024
45 H 0.4986 -2.1806 3.3056  0.030
46 O 0.5771 -1.2540 3.6391  -0.113
47 H 1.6474 -0.3435 -1.5012  0.033
48 H 1.8982 -2.0664 -1.7275  0.051
49 O 1.8930 -1.4179 -1.0172  -0.217
50 H 0.2041 -3.1352 0.8824  -0.005
51 H 1.5131 -2.2548 0.2079  -0.037
52 O 1.1318 -2.9027 0.8570  -0.111

Which structure is the least stable? The one labeled entry B.

Entry A
Here is a 2-piece molecular cluster, C2H4O4 overall from OMol25. Energies are from ωB97M-V with the def2-TZVPD basis set.

Results
Frontier orbital gap = 10.17 eV
Highest occupied orbital energy = -0.3796 Ha
SMILES = O=CC(=O)O.O

Last column: Löwdin charge in e.
Atoms and positions in Å:
1 C -1.3761 0.1804 0.5206  -0.145
2 C -0.2689 -0.7740 -0.0153  -0.547
3 O -0.0780 -1.1326 -1.1373  0.108
4 O -1.7658 1.1382 -0.0842  0.113
5 O 1.1471 1.2227 -0.4375  -0.062
6 O 0.4893 -1.3222 0.9113  0.129
7 H -1.6120 -0.2219 1.5898  0.157
8 H 1.4664 2.0612 -0.7953  0.057
9 H 0.7804 0.7256 -1.2233  0.060
10 H 1.2176 -1.8775 0.6712  0.128

Entry B
Here is one molecule with the formula C2H4O4 from OMol25. Energies are from ωB97M-V with the def2-TZVPD basis set.

Results
Frontier orbital gap = 10.48 eV
Highest occupied orbital energy = -0.3663 Ha
SMILES = O=C(O)C(O)O

Last column: Löwdin charge in e.
Atoms and positions in Å:
1 C 0.6962 -0.3969 0.1670  -0.329
2 C -0.8494 -0.0554 0.0906  -0.479
3 O 0.5526 -0.3932 -1.3190  -0.019
4 O -1.0708 1.2754 0.3144  0.099
5 O 1.5927 0.5863 0.5324  0.052
6 O -1.7480 -0.8736 0.1846  0.086
7 H -2.0231 1.3280 0.5190  0.132
8 H 1.4857 1.2814 -0.1418  0.122
9 H 0.8096 -1.3234 0.7295  0.165
10 H 0.5546 -1.4286 -1.0766  0.172

Entry C
Here is a 2-piece molecular cluster, C2H4O4 overall from OMol25. Energies are from ωB97M-V with the def2-TZVPD basis set.

Results
Frontier orbital gap = 10.31 eV
Highest occupied orbital energy = -0.3827 Ha
SMILES = O=CC(=O)O.O

Last column: Löwdin charge in e.
Atoms and positions in Å:
1 C 0.0008 0.0307 0.5814  -0.497
2 C -1.0712 -0.9315 0.0729  -0.171
3 O -0.1778 1.2615 0.7953  0.015
4 O 1.0762 -0.6212 1.0214  0.136
5 O 0.2648 0.6163 -1.3811  -0.109
6 O -2.2254 -0.6271 0.0046  0.124
7 H -0.0586 1.4388 -0.6121  0.156
8 H 1.6662 0.0091 1.4662  0.147
9 H 1.1868 0.7092 -1.6482  0.059
10 H -0.6618 -1.8858 -0.3003  0.140

Which structure is the least stable? The one labeled entry B.

Entry A
Here is one molecule with the formula C2H4O4 from OMol25. Energies are from ωB97M-V with the def2-TZVPD basis set.

Results
Frontier orbital gap = 11.36 eV
Highest occupied orbital energy = -0.3962 Ha
SMILES = CC(=O)OOO

Last column: Löwdin charge in e.
Atoms and positions in Å:
1 C 0.2038 -1.1021 -1.1233  0.014
2 C -0.1937 -0.6845 0.2583  -0.499
3 O -0.5739 1.1755 1.4694  -0.069
4 O -0.8005 0.5347 0.1912  0.024
5 O 0.4870 2.1571 1.3314  0.031
6 O 0.0062 -1.3486 1.2668  0.115
7 H -0.0816 2.8643 0.9830  0.103
8 H 0.5866 -0.2329 -1.6683  0.091
9 H 1.0159 -1.8310 -1.0596  0.095
10 H -0.6499 -1.5324 -1.6490  0.094

Entry B
Here is a 2-piece molecular cluster, C2H4O4 overall from OMol25. Energies are from ωB97M-V with the def2-TZVPD basis set.

Results
Frontier orbital gap = 10.28 eV
Highest occupied orbital energy = -0.3789 Ha
SMILES = O=CO.O=CO

Last column: Löwdin charge in e.
Atoms and positions in Å:
1 O 0.9096 0.7611 0.4641  0.051
2 O 2.1512 -0.9991 0.0206  0.070
3 C 1.4848 -0.2227 0.8937  -0.323
4 H 2.7617 -1.6363 0.4824  0.136
5 H 1.6319 -0.6927 1.8862  0.150
6 O -3.3892 0.3955 -1.0929  0.016
7 O -1.3231 1.3475 -0.9907  0.027
8 C -2.1939 0.3222 -0.7323  -0.326
9 H -0.3721 1.2199 -0.7234  0.070
10 H -1.6609 -0.4954 -0.2077  0.129

Which structure is the least stable? The one labeled entry A.